No. 1
Entry from the OMol25 dataset: a molecular structure, C21H32F6NO3P2Tl in a non-equilibrium geometry (ωB97M-V/def2-TZVPD).

ΔE to the lowest compared entry with this formula, charge and spin ... 372.75 kJ/mol
Frontier orbital gap (spin up / spin down) ... 7.526 / 4.651 eV
Calculated total energy ... -2554.06156 hartree

Last column: Löwdin charge in e.
Positions of all 66 atoms, in Å:
C1 -0.87 -3.25 -2.82  -0.029
C2 -0.18 -2.30 -2.02  -0.300
N1 -0.88 -1.33 -1.37  0.060
C3 -2.22 -1.24 -1.46  -0.334
C4 -2.96 -2.23 -2.13  -0.022
C5 -2.28 -3.24 -2.82  -0.046
C6 1.29 -2.54 -1.73  -0.254
P1 2.11 -1.26 -0.60  0.761
Tl1 0.47 0.11 0.70  0.724
P2 -1.87 1.27 -0.29  0.834
C7 -2.97 -0.17 -0.75  -0.268
C8 1.59 2.02 1.31  -0.313
C9 1.91 1.99 2.66  -0.145
C10 2.61 3.08 3.22  -0.086
C11 2.93 4.18 2.42  -0.111
C12 2.57 4.20 1.05  -0.103
C13 1.91 3.08 0.49  -0.161
O1 2.08 -0.16 -5.94  -0.114
O2 -1.08 1.85 -4.39  -0.092
H1 -0.28 -4.08 -3.27  0.118
H2 -4.03 -2.15 -2.16  0.109
H3 -2.81 -4.01 -3.39  0.110
C14 2.91 -2.52 0.42  -0.258
C15 3.41 -0.40 -1.49  -0.251
H4 -3.78 0.24 -1.38  0.095
H5 -3.44 -0.55 0.18  0.096
H6 1.94 -2.79 -2.56  0.088
H7 1.45 -3.46 -1.10  0.095
C16 -2.76 2.15 1.03  -0.247
C17 -2.09 2.37 -1.71  -0.270
H8 1.62 1.14 3.28  0.077
H9 2.89 3.05 4.28  0.099
H10 3.45 5.04 2.86  0.094
H11 2.82 5.08 0.44  0.092
H12 1.65 3.09 -0.58  0.080
H13 -0.37 2.28 -3.89  0.037
H14 -1.20 2.38 -5.22  0.077
H15 2.45 -0.29 -5.01  0.042
H16 1.59 -0.99 -6.23  0.064
H17 3.49 4.57 -4.06  0.006
H18 3.54 -3.06 -0.27  0.048
H19 3.53 -2.11 1.20  0.052
H20 2.18 -3.17 0.84  0.035
H21 4.30 -1.02 -1.43  0.043
H22 3.12 -0.21 -2.53  0.036
H23 3.64 0.56 -1.01  0.044
H24 -3.13 2.40 -2.01  0.051
H25 -1.79 3.39 -1.43  0.055
H26 -1.47 1.95 -2.52  -0.002
H27 -3.82 2.18 0.78  0.047
H28 -2.59 1.66 2.00  0.030
H29 -2.35 3.17 1.03  0.050
C18 -2.54 -1.72 2.88  -0.002
C19 -1.22 -1.11 3.27  -0.491
O3 -0.92 0.01 2.54  -0.322
C20 -1.32 -0.51 4.72  -0.491
F1 -1.71 -1.44 5.63  0.125
F2 -0.12 -0.03 5.16  0.133
F3 -2.27 0.49 4.72  0.116
C21 -0.13 -2.24 3.10  -0.493
F4 -0.36 -3.28 3.93  0.142
F5 -0.18 -2.73 1.80  0.052
F6 1.14 -1.80 3.32  0.111
H30 -3.32 -0.96 2.93  0.097
H31 -2.79 -2.54 3.56  0.094
H32 -2.51 -2.10 1.85  0.087

No. 2
Entry from the OMol25 dataset: a molecular structure, C21H32IrS5 (ωB97M-V/def2-TZVPD).

ΔE to the lowest compared entry with this formula, charge and spin ... 0.00 kJ/mol
Frontier orbital gap ... 6.738 eV
Charge ... +1
Calculated total energy ... -2914.44750 hartree

Last column: Löwdin charge in e.
Positions of all 59 atoms, in Å:
Ir1 -0.59 0.28 -0.45  0.972
C1 1.04 -0.14 -1.83  -0.088
C2 -0.01 -1.13 -1.95  -0.209
C3 -1.22 -0.42 -2.41  -0.193
C4 -0.84 0.96 -2.47  -0.097
C5 0.54 1.14 -2.14  -0.279
C6 1.30 2.45 -2.21  -0.559
C7 1.42 2.81 -3.70  -0.022
C8 2.69 2.30 -1.60  -0.038
C9 0.53 3.56 -1.48  -0.034
C10 -2.59 -0.89 -2.93  -0.525
C11 -2.37 -1.93 -4.04  -0.027
C12 -3.32 0.30 -3.56  -0.053
C13 -3.51 -1.43 -1.83  -0.057
C14 0.32 -2.60 -1.67  -0.529
C15 -0.85 -3.43 -1.17  -0.036
C16 1.42 -2.68 -0.59  -0.044
C17 0.89 -3.18 -2.98  -0.011
H1 2.04 -0.35 -1.50  0.122
H2 -1.51 1.76 -2.72  0.124
H3 1.94 2.02 -4.25  0.096
H4 1.99 3.73 -3.81  0.097
H5 0.44 2.96 -4.16  0.091
H6 3.29 1.58 -2.16  0.095
H7 2.64 1.98 -0.56  0.056
H8 3.21 3.26 -1.62  0.100
H9 -0.49 3.66 -1.85  0.087
H10 1.03 4.51 -1.64  0.099
H11 0.48 3.37 -0.41  0.067
H12 -1.97 -2.87 -3.67  0.059
H13 -1.70 -1.54 -4.81  0.102
H14 -3.33 -2.15 -4.51  0.098
H15 -3.54 1.08 -2.83  0.091
H16 -4.28 -0.05 -3.95  0.099
H17 -2.76 0.73 -4.40  0.098
H18 -3.06 -2.19 -1.20  0.051
H19 -4.40 -1.86 -2.29  0.101
H20 -3.84 -0.61 -1.18  0.056
H21 -1.26 -3.02 -0.25  0.080
H22 -0.49 -4.44 -0.96  0.099
H23 -1.65 -3.53 -1.90  0.064
H24 1.11 -2.17 0.33  0.075
H25 2.37 -2.28 -0.92  0.085
H26 1.58 -3.73 -0.35  0.099
H27 0.16 -3.16 -3.78  0.076
H28 1.18 -4.21 -2.81  0.101
H29 1.77 -2.62 -3.30  0.096
C18 -1.10 -3.16 4.40  -0.377
S1 -1.95 -1.57 4.26  0.888
C19 -0.78 -0.60 3.43  -0.976
C20 -1.08 0.11 2.34  -1.062
S2 -2.26 -0.06 1.04  0.624
S3 0.25 1.02 1.63  0.801
C21 1.56 0.14 2.45  -1.415
S4 3.10 0.20 2.00  0.705
S5 0.92 -0.56 3.91  0.961
H30 -1.83 -3.82 4.87  0.042
H31 -0.23 -3.10 5.05  0.032
H32 -0.84 -3.56 3.43  0.044

No. 3
Entry from the OMol25 dataset: a molecular structure, C21H32N3OPPdS2 (ωB97M-V/def2-TZVPD).

ΔE to the lowest compared entry with this formula, charge and spin ... 31.96 kJ/mol
2S+1 ... 3
Frontier orbital gap (spin up / spin down) ... 7.504 / 7.170 eV
Expectation value of S² ... 2.005
Calculated total energy ... -2324.53927 hartree

Last column: Löwdin charge in e.
Positions of all 61 atoms, in Å:
Pd1 -0.02 0.33 0.17  0.707
N1 -0.30 -2.07 3.83  0.180
C1 -0.18 -1.53 2.61  -0.536
O1 0.46 -0.48 2.44  -0.046
C2 -0.81 -2.25 1.44  -0.210
C3 -1.40 -1.25 0.46  -0.221
H1 0.08 -1.58 4.62  0.115
H2 -0.89 -2.88 3.98  0.102
H3 -1.53 -2.99 1.80  0.107
H4 0.01 -2.81 0.97  0.100
H5 -2.25 -0.72 0.88  0.042
H6 -1.67 -1.71 -0.48  0.031
C4 0.23 2.01 -2.49  -0.096
N2 0.15 0.59 -2.08  -0.338
C5 -1.02 -0.01 -2.73  -0.108
C6 1.37 -0.14 -2.47  -0.197
C7 2.52 0.14 -1.53  -0.192
N3 2.25 -0.36 -0.18  -0.323
C8 2.52 -1.78 -0.04  -0.087
C9 3.02 0.39 0.82  -0.093
H7 0.38 2.07 -3.57  0.095
H8 1.04 2.51 -1.97  0.072
H9 -0.70 2.50 -2.21  0.046
H10 -0.95 0.07 -3.82  0.095
H11 -1.92 0.52 -2.39  0.013
H12 -1.10 -1.06 -2.46  0.069
H13 1.64 0.12 -3.50  0.129
H14 1.13 -1.20 -2.45  0.113
H15 2.71 1.21 -1.47  0.113
H16 3.44 -0.32 -1.93  0.128
H17 3.58 -2.00 -0.21  0.093
H18 1.93 -2.36 -0.75  0.084
H19 2.26 -2.10 0.97  0.079
H20 4.10 0.25 0.66  0.094
H21 2.75 0.04 1.82  0.074
H22 2.78 1.45 0.76  0.077
S1 -3.27 2.07 -0.70  0.235
P1 -2.12 3.32 0.28  0.073
S2 -0.33 2.63 0.96  0.248
C10 -3.02 4.00 1.71  -0.377
C11 -4.40 4.10 1.64  -0.111
C12 -5.12 4.67 2.68  -0.087
C13 -4.46 5.14 3.81  -0.095
C14 -3.08 5.03 3.89  -0.089
C15 -2.36 4.46 2.85  -0.107
C16 -1.77 4.81 -0.72  -0.383
C17 -2.72 5.22 -1.65  -0.109
C18 -2.53 6.37 -2.40  -0.086
C19 -1.38 7.13 -2.23  -0.094
C20 -0.43 6.73 -1.30  -0.089
C21 -0.62 5.58 -0.55  -0.109
H23 -4.92 3.72 0.77  0.065
H24 -6.20 4.75 2.62  0.100
H25 -5.02 5.58 4.63  0.099
H26 -2.56 5.38 4.77  0.099
H27 -1.28 4.36 2.92  0.068
H28 -3.61 4.61 -1.80  0.071
H29 -3.28 6.67 -3.13  0.101
H30 -1.23 8.03 -2.82  0.099
H31 0.47 7.32 -1.16  0.100
H32 0.13 5.26 0.17  0.069

No. 4
Entry from the OMol25 dataset: a single C21H32N4O3 molecule (ωB97M-V/def2-TZVPD).

ΔE to the lowest compared entry with this formula, charge and spin ... 307.03 kJ/mol
Frontier orbital gap ... 10.051 eV
SMILES string ... CCCCC/C=C/CC(=O)N1CC[C@@H]2C[C@]2(C(=O)NCc2nc(C)no2)CC1
Calculated total energy ... -1264.13552 hartree

Last column: Löwdin charge in e.
Positions of all 60 atoms, in Å:
C1 -7.08 -0.71 -1.50  -0.122
C2 -5.60 -0.41 -1.71  -0.281
C3 -4.69 -1.41 -1.02  -0.241
C4 -3.21 -1.12 -1.23  -0.228
C5 -2.31 -2.13 -0.53  -0.201
C6 -0.84 -1.84 -0.58  -0.104
C7 -0.23 -1.04 -1.45  -0.092
C8 1.25 -0.83 -1.47  -0.093
C9 1.62 0.61 -1.77  -0.455
O1 0.76 1.44 -2.03  0.040
N1 2.95 0.92 -1.78  -0.051
C10 3.38 2.25 -2.21  -0.126
C11 4.26 2.95 -1.17  -0.138
C12 3.65 2.97 0.20  -0.193
C13 4.49 2.69 1.41  -0.022
C14 3.47 1.69 0.99  -0.293
C15 2.25 1.63 1.88  -0.439
O2 2.30 1.62 3.09  0.099
N2 1.05 1.57 1.22  0.106
C16 -0.16 1.28 1.94  -0.064
C17 -0.29 -0.16 2.31  -0.336
N3 -1.33 -0.76 2.79  0.204
C18 -0.87 -2.05 2.96  -0.422
C19 -1.70 -3.15 3.51  -0.014
N4 0.37 -2.22 2.61  0.143
O3 0.77 -0.96 2.17  0.007
C20 3.88 0.31 0.46  -0.060
C21 3.93 0.12 -1.07  -0.131
H1 -7.72 0.02 -2.00  0.066
H2 -7.33 -1.70 -1.88  0.070
H3 -7.33 -0.69 -0.43  0.071
H4 -5.38 -0.40 -2.79  0.108
H5 -5.37 0.60 -1.35  0.109
H6 -4.91 -1.42 0.05  0.117
H7 -4.91 -2.42 -1.38  0.117
H8 -2.99 -1.11 -2.30  0.116
H9 -2.97 -0.12 -0.85  0.121
H10 -2.61 -2.19 0.53  0.095
H11 -2.49 -3.13 -0.94  0.122
H12 -0.23 -2.38 0.15  0.095
H13 -0.80 -0.49 -2.19  0.106
H14 1.68 -1.16 -0.52  0.102
H15 1.72 -1.45 -2.24  0.133
H16 3.93 2.16 -3.15  0.127
H17 2.48 2.82 -2.40  0.119
H18 5.24 2.47 -1.13  0.111
H19 4.43 3.97 -1.51  0.122
H20 2.86 3.70 0.33  0.150
H21 5.53 2.43 1.25  0.116
H22 4.30 3.24 2.33  0.114
H23 1.00 1.73 0.23  0.117
H24 -0.18 1.86 2.87  0.137
H25 -1.02 1.56 1.34  0.138
H26 -1.18 -4.09 3.42  0.081
H27 -1.91 -2.96 4.57  0.085
H28 -2.65 -3.19 2.98  0.076
H29 4.84 0.03 0.88  0.125
H30 3.16 -0.41 0.87  0.103
H31 3.81 -0.94 -1.31  0.118
H32 4.91 0.41 -1.45  0.119